The following is a quantum chemistry calculation of 3 unconnected molecules or ions with the total composition C27H40N2O2, from the OMol25 dataset.

Bonds (Å) are listed after each position.
CARTESIAN COORDINATES (ANGSTROEM)
1 C -0.437 -1.814 2.217  C2 1.536, H20 1.091, H21 1.090, H22 1.089
2 C -1.113 -1.534 0.867  C1 1.536, C3 1.507, H23 1.091, H24 1.089
3 C -2.241 -0.541 0.980  C2 1.507, C4 1.399, C8 1.406
4 C -3.560 -1.006 1.031  C3 1.399, C5 1.382, H25 1.084
5 C -4.643 -0.155 1.143  C4 1.382, C6 1.378, H26 1.081
6 C -4.376 1.195 1.218  C5 1.378, C7 1.388, C18 1.484
7 C -3.075 1.678 1.177  C6 1.388, C8 1.380, C15 1.493
8 C -1.986 0.839 1.056  C3 1.406, C7 1.380, C9 1.486
9 C -0.601 1.375 1.012  C8 1.486, C10 1.390, C14 1.396
10 C 0.146 1.393 -0.160  C9 1.390, C11 1.389, H27 1.084
11 C 1.436 1.906 -0.121  C10 1.389, C12 1.389, H28 1.082
12 C 1.927 2.383 1.088  C11 1.389, N13 1.332, H29 1.084
13 N 1.225 2.372 2.220  C12 1.332, C14 1.327
14 C -0.008 1.886 2.169  C9 1.396, N13 1.327, H30 1.085
15 C -3.143 3.168 1.248  C7 1.493, O16 1.202, N17 1.416
16 O -2.256 3.976 1.321  C15 1.202
17 N -4.518 3.502 1.199  C15 1.416, C18 1.411, H31 1.011
18 C -5.311 2.342 1.325  C6 1.484, N17 1.411, O19 1.203
19 O -6.505 2.335 1.474  C18 1.203
20 H 0.289 -1.036 2.457  C1 1.091
21 H 0.113 -2.754 2.170  C1 1.090
22 H -1.168 -1.871 3.023  C1 1.089
23 H -1.504 -2.467 0.457  C2 1.091
24 H -0.363 -1.176 0.164  C2 1.089
25 H -3.742 -2.073 0.967  C4 1.084
26 H -5.658 -0.527 1.159  C5 1.081
27 H -0.273 1.017 -1.086  C10 1.084
28 H 2.053 1.934 -1.008  C11 1.082
29 H 2.934 2.778 1.140  C12 1.084
30 H -0.572 1.882 3.095  C14 1.085
31 H -4.793 4.331 1.708  N17 1.011
32 C 8.419 0.222 2.276  C33 1.526, H38 1.091, H39 1.091, H40 1.092
33 C 7.257 0.721 1.423  C32 1.526, C34 1.528, H41 1.094, H42 1.093
34 C 6.090 1.269 2.242  C33 1.528, C35 1.530, H43 1.094, H44 1.094
35 C 5.425 0.256 3.175  C34 1.530, C36 1.528, H45 1.094, H46 1.093
36 C 4.890 -0.997 2.483  C35 1.528, C37 1.525, H47 1.093, H48 1.094
37 C 3.809 -0.695 1.451  C36 1.525, H49 1.092, H50 1.092, H51 1.091
38 H 8.119 -0.604 2.923  C32 1.091
39 H 9.239 -0.133 1.651  C32 1.091
40 H 8.805 1.022 2.911  C32 1.092
41 H 6.910 -0.086 0.771  C33 1.094
42 H 7.616 1.512 0.759  C33 1.093
43 H 5.342 1.683 1.560  C34 1.094
44 H 6.443 2.113 2.843  C34 1.094
45 H 4.599 0.753 3.693  C35 1.094
46 H 6.132 -0.042 3.955  C35 1.093
47 H 4.480 -1.664 3.246  C36 1.093
48 H 5.709 -1.547 2.010  C36 1.094
49 H 2.970 -0.174 1.916  C37 1.092
50 H 3.427 -1.614 1.001  C37 1.092
51 H 4.187 -0.067 0.642  C37 1.091
52 C -5.328 -0.292 -2.921  C53 1.526, H58 1.091, H59 1.091, H60 1.093
53 C -4.372 -1.464 -2.727  C52 1.526, C54 1.527, H61 1.093, H62 1.094
54 C -2.907 -1.097 -2.954  C53 1.527, C55 1.529, H63 1.094, H64 1.097
55 C -2.564 -0.622 -4.366  C54 1.529, C56 1.528, H65 1.095, H66 1.093
56 C -2.907 -1.614 -5.476  C55 1.528, C57 1.526, H67 1.093, H68 1.093
57 C -2.161 -2.940 -5.360  C56 1.526, H69 1.092, H70 1.091, H71 1.091
58 H -5.296 0.093 -3.941  C52 1.091
59 H -6.358 -0.587 -2.716  C52 1.091
60 H -5.076 0.529 -2.245  C52 1.093
61 H -4.663 -2.289 -3.384  C53 1.093
62 H -4.477 -1.839 -1.705  C53 1.094
63 H -2.283 -1.959 -2.698  C54 1.094
64 H -2.631 -0.308 -2.244  C54 1.097
65 H -1.492 -0.401 -4.407  C55 1.095
66 H -3.072 0.325 -4.567  C55 1.093
67 H -2.666 -1.153 -6.437  C56 1.093
68 H -3.984 -1.801 -5.492  C56 1.093
69 H -1.080 -2.780 -5.377  C57 1.092
70 H -2.413 -3.604 -6.187  C57 1.091
71 H -2.408 -3.463 -4.434  C57 1.091

HOMO energy ... -9.467 eV
M ... 424.63 g/mol
Structure (SMILES) ... CCc1ccc2c(c1-c1cccnc1)C(=O)NC2=O.CCCCCC.CCCCCC
Net charge ... 0
Energy ... -35724.960 eV